1.
{
  "formula": "C22H34IN4O3",
  "method": "wB97M-V/def2-TZVPD",
  "smiles": "[H]/N=C\\CN1C[C@H](I)[N@H+](CCCCO)C[C@]1(Cc1ccccc1C)N(C(C)=O)C(C)=O",
  "max_force_ev_per_a": 3.45,
  "energy_ev": -43558.71646,
  "orbital_gap_ev": 8.3,
  "e_homo_ev": -11.37,
  "lumo_ev": -3.1,
  "charge": 1,
  "symbols": ["H", "N", "C", "C", "N", "C", "C", "I", "N", "C", "C", "C", "C", "O", "C", "C", "C", "C", "C", "C", "C", "C", "C", "C", "N", "C", "C", "O", "C", "C", "O", "H", "H", "H", "H", "H", "H", "H", "H", "H", "H", "H", "H", "H", "H", "H", "H", "H", "H", "H", "H", "H", "H", "H", "H", "H", "H", "H", "H", "H", "H", "H", "H", "H"],
  "coordinates": [[-1.768, 1.006, -3.239], [-1.266, 1.420, -4.037], [-0.082, 1.672, -3.635], [0.517, 1.441, -2.211], [-0.417, 0.932, -1.203], [-1.308, 2.028, -0.814], [-2.628, 1.537, -0.041], [-3.188, 3.132, 1.290], [-2.214, 0.251, 0.649], [-3.221, -0.199, 1.682], [-2.870, 0.079, 3.188], [-2.246, -1.218, 3.897], [-2.728, -1.233, 5.398], [-2.078, -0.143, 6.075], [-0.813, 0.388, 1.164], [0.277, 0.301, -0.009], [0.410, -1.295, -0.205], [0.786, -1.768, -1.632], [-0.119, -1.641, -2.796], [0.191, -2.107, -4.125], [1.465, -2.759, -4.427], [2.386, -2.923, -3.301], [2.065, -2.451, -1.938], [3.163, -2.771, -0.862], [1.525, 1.006, 0.219], [1.547, 2.213, 1.019], [1.660, 3.692, 0.483], [1.524, 2.102, 2.227], [2.770, 0.268, 0.253], [3.793, 0.459, -0.938], [3.138, -0.442, 1.152], [0.628, 2.100, -4.398], [0.981, 2.431, -1.908], [1.401, 0.762, -2.372], [-1.711, 2.577, -1.714], [-0.855, 2.821, -0.162], [-3.393, 1.350, -0.836], [-2.269, -0.446, -0.113], [-3.382, -1.303, 1.518], [-4.216, 0.277, 1.458], [-3.855, 0.231, 3.718], [-2.277, 1.002, 3.384], [-1.126, -1.235, 3.825], [-2.684, -2.112, 3.362], [-2.498, -2.240, 5.829], [-3.835, -1.077, 5.396], [-1.261, -0.537, 6.431], [-0.796, 1.323, 1.765], [-0.542, -0.447, 1.868], [1.030, -1.759, 0.612], [-0.623, -1.722, -0.013], [-1.108, -1.160, -2.619], [-0.573, -1.977, -4.932], [1.717, -3.148, -5.435], [3.347, -3.446, -3.494], [4.102, -2.185, -0.990], [2.733, -2.741, 0.165], [3.447, -3.849, -1.042], [2.264, 4.235, 1.260], [2.209, 3.759, -0.492], [0.659, 4.190, 0.456], [3.876, 1.580, -1.076], [4.816, 0.116, -0.644], [3.425, 0.026, -1.899]],
  "mulliken_charge": [0.3218, -0.7129, -0.3169, 0.3324, 0.4143, -0.4005, -0.8446, 0.2610, 0.4504, -0.8799, -0.3415, -0.2555, -0.7812, -0.4927, -1.6474, 0.0320, -0.4202, -0.1475, -0.3884, -0.6004, -0.6827, -0.5388, 1.0289, -1.6042, 0.9575, 0.6886, -1.3337, -0.5126, 0.6026, -1.1927, -0.4763, 0.4613, 0.0554, -0.2225, 0.6471, -0.2507, 0.5859, 0.5333, 0.3845, 0.3876, 0.5682, 0.0982, 0.2189, 0.2638, 0.3556, 0.3741, 0.3320, 0.7189, -0.1971, 0.3626, 0.4989, 0.2102, 0.3732, 0.3821, 0.3950, 0.2592, 0.1975, 0.5893, 0.4689, 0.2674, 0.2260, 0.3762, 0.3764, 0.1835]
}

2.
{
  "formula": "C22H34IO3P",
  "method": "wB97M-V/def2-TZVPD",
  "smiles": "O=C1C=CC(=O)c2cc(P(O)I)ccc21.CCCCCC.CCCCCC",
  "max_force_ev_per_a": 4.70,
  "energy_ev": -46892.42138,
  "orbital_gap_ev": 7.0,
  "e_homo_ev": -8.75,
  "lumo_ev": -1.7,
  "charge": 0,
  "symbols": ["O", "C", "C", "C", "C", "O", "C", "C", "C", "P", "O", "I", "C", "C", "C", "H", "H", "H", "H", "H", "H", "C", "C", "C", "C", "C", "C", "H", "H", "H", "H", "H", "H", "H", "H", "H", "H", "H", "H", "H", "H", "C", "C", "C", "C", "C", "C", "H", "H", "H", "H", "H", "H", "H", "H", "H", "H", "H", "H", "H", "H"],
  "coordinates": [[1.111, 0.939, 7.297], [0.886, 0.010, 6.490], [2.036, -0.952, 5.889], [1.978, -1.379, 4.525], [0.634, -1.060, 3.689], [0.644, -0.825, 2.451], [-0.706, -1.021, 4.580], [-2.043, -1.672, 4.178], [-3.163, -1.719, 5.285], [-4.477, -3.117, 5.248], [-3.632, -4.513, 4.719], [-5.060, -3.531, 7.603], [-3.177, -0.621, 6.414], [-1.841, 0.092, 6.805], [-0.599, -0.295, 5.965], [2.875, -1.311, 6.582], [2.825, -1.948, 4.010], [-2.198, -2.121, 3.131], [-2.677, -4.284, 4.649], [-4.143, -0.344, 6.972], [-1.740, 0.856, 7.638], [-0.430, -2.177, -3.908], [-1.011, -0.974, -3.178], [-0.375, -0.737, -1.807], [-0.569, -1.869, -0.794], [-2.024, -2.234, -0.498], [-2.813, -1.091, 0.125], [-0.600, -3.105, -3.357], [-0.899, -2.286, -4.889], [0.646, -2.057, -4.059], [-2.096, -1.090, -3.081], [-0.852, -0.082, -3.793], [-0.770, 0.196, -1.392], [0.701, -0.573, -1.939], [-0.079, -1.580, 0.142], [-0.046, -2.766, -1.144], [-2.035, -3.083, 0.195], [-2.528, -2.576, -1.407], [-2.354, -0.766, 1.064], [-3.836, -1.410, 0.341], [-2.874, -0.228, -0.544], [2.321, 5.409, -3.964], [1.873, 4.243, -4.833], [1.199, 3.123, -4.039], [2.087, 2.440, -2.993], [3.374, 1.821, -3.539], [3.122, 0.704, -4.542], [3.067, 5.101, -3.227], [2.771, 6.189, -4.582], [1.471, 5.846, -3.433], [2.729, 3.851, -5.394], [1.163, 4.614, -5.580], [0.818, 2.372, -4.740], [0.318, 3.530, -3.530], [1.499, 1.659, -2.500], [2.348, 3.161, -2.211], [3.946, 1.412, -2.699], [4.008, 2.588, -3.994], [2.532, -0.100, -4.091], [4.071, 0.277, -4.880], [2.592, 1.065, -5.427]],
  "mulliken_charge": [-0.5266, 0.3298, -0.4063, -0.3229, 0.3000, -0.4848, 0.6464, -0.8670, -0.0620, 0.1595, -0.4664, -0.0660, -0.4673, -0.4605, 0.1728, 0.3410, 0.3467, 0.6633, 0.3567, 0.3887, 0.3894, -1.1843, -0.4756, -0.3420, -0.5467, -0.5322, -1.2246, 0.2978, 0.4044, 0.2063, 0.3225, 0.2751, 0.4731, 0.1822, 0.1187, 0.3743, 0.3839, 0.3211, 0.2265, 0.3852, 0.3783, -1.2083, -0.5548, -0.4971, -0.2337, -0.5073, -0.9159, 0.2846, 0.3834, 0.2886, 0.2533, 0.3806, 0.2521, 0.4007, -0.0617, 0.3585, 0.3734, 0.2862, 0.0336, 0.3906, 0.2847]
}

3.
{
  "formula": "C22H34InO36S8",
  "method": "wB97M-V/def2-TZVPD",
  "max_force_ev_per_a": 5.60,
  "energy_ev": -188905.45552,
  "orbital_gap_ev": 3.4,
  "e_homo_ev": -13.02,
  "lumo_ev": -9.6,
  "charge": 1,
  "symbols": ["In", "C", "C", "C", "O", "C", "C", "C", "O", "O", "O", "H", "H", "C", "C", "O", "S", "O", "O", "O", "H", "H", "H", "H", "C", "C", "O", "S", "O", "O", "O", "H", "H", "H", "H", "C", "C", "O", "S", "O", "O", "O", "H", "H", "H", "H", "C", "C", "O", "S", "O", "O", "O", "H", "H", "H", "H", "C", "C", "O", "S", "O", "O", "O", "H", "H", "H", "H", "C", "C", "O", "S", "O", "O", "O", "H", "H", "H", "H", "C", "C", "O", "S", "O", "O", "O", "H", "H", "H", "H", "C", "C", "O", "S", "O", "O", "O", "H", "H", "H", "H"],
  "coordinates": [[-3.746, -1.966, -3.989], [-0.138, 0.620, -1.463], [-1.104, -0.361, -2.008], [-1.835, -1.328, -0.935], [-2.703, -2.096, -1.405], [-1.700, -1.105, 0.441], [-0.815, -0.173, 0.873], [0.035, 0.669, -0.087], [0.858, 1.567, 0.319], [-0.720, -0.147, 2.152], [-1.418, -0.591, -3.195], [0.363, 1.305, -2.131], [-2.249, -1.686, 1.168], [-2.100, -4.496, 1.028], [-0.986, -4.140, 1.992], [-1.414, -4.803, 3.204], [-1.896, -6.304, 2.818], [-2.899, -6.780, 3.704], [-0.738, -7.120, 2.516], [-2.591, -5.847, 1.354], [-1.702, -4.663, 0.026], [-2.896, -3.771, 0.854], [-0.742, -3.118, 2.276], [-0.084, -4.677, 1.697], [3.570, 0.413, 3.553], [3.335, 0.527, 2.075], [4.552, 0.214, 1.387], [5.835, 0.167, 2.479], [6.898, 1.064, 2.082], [6.108, -1.238, 2.822], [4.866, 0.941, 3.615], [3.412, -0.626, 3.854], [2.961, 0.959, 4.272], [3.131, 1.582, 1.882], [2.454, -0.008, 1.717], [-5.897, -0.208, 1.032], [-4.666, 0.686, 1.403], [-4.394, 1.392, 0.186], [-5.580, 1.239, -0.995], [-5.172, 0.372, -2.091], [-6.060, 2.565, -1.351], [-6.594, 0.468, 0.037], [-6.466, -0.373, 1.947], [-5.766, -1.214, 0.630], [-3.739, 0.143, 1.578], [-4.938, 1.438, 2.142], [3.432, 4.058, -1.087], [2.720, 5.138, -0.313], [3.576, 5.702, 0.679], [5.055, 4.974, 0.702], [4.997, 3.878, 1.648], [6.200, 5.887, 0.778], [4.773, 4.404, -0.864], [3.392, 4.122, -2.173], [3.219, 3.104, -0.601], [1.701, 4.815, -0.099], [2.530, 5.938, -1.030], [1.138, 0.599, -5.166], [0.531, 2.019, -5.073], [-0.798, 1.659, -5.042], [-1.050, 0.818, -6.429], [-0.708, 1.660, -7.579], [-2.318, 0.087, -6.437], [0.257, -0.159, -5.989], [1.386, 0.057, -4.252], [2.092, 0.617, -5.696], [0.825, 2.606, -5.942], [0.803, 2.439, -4.105], [-2.468, 4.357, 0.023], [-1.509, 3.690, -1.019], [-1.592, 4.593, -2.091], [-1.737, 6.187, -1.553], [-2.722, 6.945, -2.342], [-0.428, 6.763, -1.280], [-2.402, 5.714, -0.184], [-2.356, 4.023, 1.055], [-3.479, 3.997, -0.179], [-1.797, 2.674, -1.290], [-0.470, 3.686, -0.684], [1.482, -2.777, -1.589], [1.774, -2.865, -3.007], [1.338, -4.126, -3.511], [-0.082, -4.556, -2.764], [-0.157, -6.004, -2.722], [-1.172, -3.911, -3.478], [0.395, -3.707, -1.352], [1.501, -1.818, -1.075], [2.352, -3.334, -1.233], [2.813, -2.725, -3.302], [1.169, -2.168, -3.593], [0.485, -1.780, 4.457], [0.743, -2.004, 5.973], [1.054, -3.314, 6.087], [1.771, -3.928, 4.764], [1.088, -5.173, 4.418], [3.236, -3.832, 4.847], [1.317, -2.689, 3.852], [0.649, -0.727, 4.231], [-0.564, -1.953, 4.208], [-0.144, -1.796, 6.572], [1.527, -1.357, 6.371]],
  "mulliken_charge": [1.0142, 0.1703, 0.4496, 0.3396, -0.9202, -0.2812, 0.5755, -0.1522, -0.5760, -0.6656, -0.4914, 0.0455, 1.3912, 0.3042, 0.3655, -0.3871, 1.0970, -0.5384, -0.5177, -0.3822, -0.2869, 0.3636, -0.4948, 0.4548, -0.1826, 0.5877, -0.3166, 1.0939, -0.4993, -0.5311, -0.3873, 0.2456, 0.3215, 0.0006, -0.3945, -0.4098, 0.0617, -0.2448, 0.9835, -0.4329, -0.5228, -0.3527, 0.3778, 0.2797, -0.1190, 0.3023, 0.1588, -0.2878, -0.3221, 0.9985, -0.3858, -0.5218, -0.4539, 0.2747, 0.0423, 0.0931, 0.3586, 0.0853, -0.3725, -0.1510, 1.0675, -0.5471, -0.4854, -0.3447, -0.1226, 0.5019, 0.3655, 0.2021, -0.3478, 1.2649, -0.3031, 0.9889, -0.5136, -0.4765, -0.3498, 0.3368, 0.3293, -0.1866, -0.6667, -0.0116, -0.5076, -0.4199, 0.9040, -0.5102, -0.4863, -0.1945, 0.1653, 0.4343, 0.3874, 0.2054, -0.2436, -0.3553, -0.3727, 0.9684, -0.4884, -0.5322, -0.0582, 0.2877, 0.2498, 0.3395, 0.2707]
}